--- a ---
C60H165N15O15 | wB97M-V/def2-TZVPD

Properties
net charge = 0

CARTESIAN COORDINATES (ANGSTROEM)
1 O -0.3178 -0.3022 0.5438
2 O 5.6003 -1.0918 -1.4462
3 O 2.6172 3.6212 -8.3711
4 O -4.9676 -2.1011 -1.0748
5 O 0.8433 -0.5211 8.3097
6 O 6.6061 3.8339 -0.8519
7 O 0.2609 5.3451 -0.8501
8 O -0.9906 -4.9958 -1.4537
9 O -1.8096 -3.5128 3.8776
10 O -1.6469 1.0539 -3.6787
11 O -2.6361 -7.0422 -5.6126
12 O -1.7942 4.4843 6.4184
13 O -4.7468 2.4290 2.7109
14 O 3.2596 -1.9600 -7.4208
15 O 2.9028 1.4478 2.9833
16 N -1.9651 3.3872 -2.0543
17 N -3.6857 -1.1697 3.8565
18 N 4.6421 4.0159 -3.2101
19 N 1.4224 -1.8717 2.0025
20 N 1.0742 -0.0577 -2.8680
21 N 4.0661 1.2002 -3.8543
22 N -3.7649 1.4938 5.5083
23 N 1.8676 4.8772 2.4323
24 N 0.0879 -0.8202 11.2413
25 N -6.4014 0.0069 3.6332
26 N 5.4874 4.6749 -8.0578
27 N 1.2255 -2.8532 -4.3442
28 N 1.9017 -4.7050 0.9076
29 N -5.7767 -2.8768 2.4105
30 N 0.4030 -6.0316 -3.8323
31 C 1.7670 -0.6930 2.8494
32 C -1.4950 -4.9006 3.6695
33 C 1.2498 3.3956 -7.9849
34 C -1.6101 -7.1611 -4.5840
35 C -8.3176 1.4817 3.6703
36 C -3.3713 -1.9622 5.0602
37 C 1.1870 -5.0275 -0.3213
38 C -6.0968 -4.4404 0.6677
39 C 3.5710 -3.2747 -4.6203
40 C 4.1630 2.1462 2.7019
41 C 5.0816 0.3260 -3.3795
42 C -0.3321 -0.3389 -0.8603
43 C -2.3076 -4.5345 -1.5569
44 C -4.6927 2.2433 1.3195
45 C -5.0775 -0.8556 -1.7558
46 C 1.0563 0.0375 -1.4588
47 C -1.6096 1.9986 4.6258
48 C -5.2836 -3.2143 1.0912
49 C 1.4279 1.4515 -1.0908
50 C -1.8214 3.3704 -3.5152
51 C -2.8909 3.5705 6.1947
52 C -0.4388 -6.1895 -4.9321
53 C 3.5362 3.1937 -7.3631
54 C -4.5049 -1.8917 6.1024
55 C -3.8279 -7.6898 -5.3950
56 C 1.1831 4.4463 1.2067
57 C -1.3464 4.5723 7.7761
58 C -6.0659 2.4716 3.1112
59 C 3.2202 5.2956 -1.9852
60 C 5.3671 -1.4951 -0.0875
61 C 5.0579 3.2677 -7.9256
62 C 4.6767 -0.1773 -1.9315
63 C 0.0702 3.4997 1.5226
64 C -0.2569 -0.7117 7.3884
65 C -0.3397 3.5472 -3.9413
66 C 2.4029 -2.4031 -5.1028
67 C -2.4927 2.1004 -4.0957
68 C -6.9840 1.2037 3.0283
69 C -2.5230 2.1388 5.8273
70 C 1.9497 -1.0810 4.2953
71 C -1.5834 -0.6069 1.1554
72 C 6.4416 0.9725 -3.4135
73 C 0.6474 0.5986 9.1851
74 C 1.2709 -6.5208 -0.6349
75 C 6.0734 2.5730 -6.9964
76 C -5.5086 -1.9604 0.2520
77 C 6.9619 3.0756 0.3446
78 C 2.1341 -2.3673 -6.6292
79 C 4.7051 4.8380 -2.0671
80 C -0.3664 0.2312 10.2715
81 C -0.3022 -4.5282 -0.2929
82 C -1.8878 -0.1800 -4.4353
83 C 0.6835 5.6670 0.4670
84 C -2.9836 -3.3985 4.6679
85 C 3.7528 -0.6860 -7.1320
86 C -0.7764 1.4719 11.0855
87 C 5.2095 4.1195 -0.7979
88 C 2.9814 0.1253 2.4305
89 C 0.3119 -6.6739 -6.1427
90 C -0.2251 6.5591 -1.5024
91 H 5.5559 -0.6759 0.6063
92 H 0.9028 -0.0429 2.9861
93 H 3.5625 -3.2742 -3.5304
94 H 0.4265 2.7630 2.2428
95 H -5.1099 3.1050 0.7984
96 H -2.5397 2.2499 -5.1744
97 H -2.0421 1.6833 6.6930
98 H -4.5279 -7.4624 -6.1990
99 H 1.5232 6.3227 0.2365
100 H 0.9180 -7.5203 -5.8197
101 H -1.9088 2.6687 3.8199
102 H 0.1299 4.5025 -3.7069
103 H 3.2729 2.1659 -7.1134
104 H 2.1285 -0.2368 4.9612
105 H 6.8212 1.9990 0.2478
106 H -0.4532 -6.9436 -6.8707
107 H 6.5087 3.4654 1.2560
108 H -0.5462 5.3082 7.8554
109 H -6.4797 0.2720 4.6046
110 H -0.5625 -4.9437 3.1068
111 H 2.9130 -0.0513 -6.8491
112 H -1.0952 0.3476 -1.2270
113 H 4.9925 1.5605 3.0980
114 H -1.3089 2.2155 10.4926
115 H 0.9630 2.3442 -7.9653
116 H 5.3179 5.7265 -2.2192
117 H 4.1157 2.0997 -3.3977
118 H 4.6068 3.2209 -0.6658
119 H 0.6350 2.1924 -1.1933
120 H -6.6682 -2.4254 2.2634
121 H 0.2431 2.7337 -3.5094
122 H 5.1391 4.7152 0.1122
123 H 3.2053 6.1695 -1.3338
124 H 1.8296 -3.7296 1.1595
125 H 5.4413 3.3996 -3.2512
126 H 2.5109 4.5476 -1.6309
127 H -7.1803 0.8847 2.0047
128 H 8.0298 3.2031 0.5219
129 H -0.5700 2.2232 4.8644
130 H -5.3711 -2.4296 5.7172
131 H -1.2889 -0.1133 9.8043
132 H -5.4052 0.0065 3.4663
133 H -4.7580 -1.0245 -2.7841
134 H 6.5754 1.6959 -2.6091
135 H -3.5133 3.8763 5.3537
136 H 1.9415 -3.3720 -7.0053
137 H 0.7103 -0.9196 -3.2486
138 H 1.4463 -2.8932 -3.3595
139 H -4.2256 -3.4723 1.1378
140 H 0.6182 3.8453 -8.7510
141 H -1.4685 1.2739 11.9039
142 H -5.8420 -4.6245 -0.3760
143 H -2.8909 -3.8718 5.6454
144 H 0.8570 -1.4339 1.2892
145 H -2.3741 4.2269 -3.9013
146 H -3.6593 2.2028 0.9753
147 H 4.7534 5.0285 -8.6547
148 H -4.2943 1.9287 4.7663
149 H 0.7338 -2.3596 2.5574
150 H -5.8355 2.7735 4.1329
151 H -6.4731 3.3602 2.6289
152 H 1.6216 0.9389 9.5361
153 H 4.4765 -2.7265 -4.8804
154 H 0.6196 7.2480 -1.5093
155 H 0.1367 1.3957 8.6447
156 H -8.6427 2.4348 3.2533
157 H -5.9769 -3.8356 2.6566
158 H -2.4852 -1.5472 5.5405
159 H 4.1240 -0.2575 -8.0629
160 H 4.5519 0.6817 -1.2723
161 H -1.3682 -0.8032 2.2057
162 H -3.6251 0.5552 5.1623
163 H 1.7514 -0.6396 -0.9625
164 H 5.7401 1.5630 -6.7577
165 H 2.0508 4.0874 3.0346
166 H -5.8554 -5.2568 1.3484
167 H -0.8346 3.9840 1.8898
168 H 1.1258 5.2424 3.0124
169 H -1.5219 -0.0842 -5.4576
170 H -0.2103 2.8764 0.6735
171 H -2.9458 -0.4074 -4.3048
172 H 6.1140 3.1458 -6.0699
173 H -4.3069 -7.3103 -4.4925
174 H -1.8906 -1.5652 0.7365
175 H -4.8690 -1.2480 0.7730
176 H -2.8181 -1.2584 3.3471
177 H -4.9275 -0.9599 6.4783
178 H 2.9394 0.2229 1.3457
179 H -8.1957 1.6946 4.7324
180 H -0.8623 3.6407 8.0691
181 H -4.2951 -1.7023 3.2523
182 H 0.8648 -6.9189 -3.6924
183 H -0.0154 6.2833 1.0326
184 H 1.0355 -1.5205 4.6943
185 H -3.6038 -8.7537 -5.3168
186 H -0.0143 -1.6343 6.8612
187 H 5.0916 2.9155 -8.9565
188 H 2.2730 -6.9472 -0.6814
189 H 4.3073 2.3221 1.6359
190 H -1.7671 2.4311 -1.7957
191 H -2.1332 -6.8505 -3.6796
192 H -1.3225 -1.0678 -4.1520
193 H -6.5503 -1.6411 0.2842
194 H 2.7843 -1.7795 4.3559
195 H 3.5578 -4.3175 -4.9374
196 H 1.2487 -1.7579 -6.8107
197 H -1.2214 3.8965 -1.5986
198 H 6.1325 -2.2486 0.0985
199 H -0.2808 -3.4393 -0.2489
200 H -4.4326 -0.0819 -1.3391
201 H 1.6233 -4.4833 -1.1589
202 H -3.5543 3.5850 7.0594
203 H 6.5897 1.6196 -4.2780
204 H 0.8816 -5.9173 -6.6822
205 H 4.6137 4.5866 -4.0429
206 H -1.0692 7.0739 -1.0435
207 H 4.1059 3.0454 3.3153
208 H 0.8018 -0.6089 11.9238
209 H 1.0102 -3.8096 -4.5871
210 H 1.6353 1.5644 -0.0267
211 H 3.9344 -0.3603 2.6406
212 H -2.3077 -5.4472 3.1912
213 H -5.3210 1.4349 0.9457
214 H 3.4613 3.9421 -6.5743
215 H 3.6818 -0.6162 -2.0061
216 H 0.0693 1.9505 11.5792
217 H 0.4646 0.6634 -3.2267
218 H -0.8704 -4.8079 0.5942
219 H 2.6028 -1.3764 -4.7964
220 H -2.2857 0.2054 0.9683
221 H -1.3767 -5.4583 4.5986
222 H -2.9486 -4.5612 -0.6757
223 H 7.0809 2.5033 -7.4066
224 H -0.5023 6.4946 -2.5546
225 H 2.8820 5.6932 -2.9421
226 H 1.8775 3.8599 0.6050
227 H -3.8697 -3.7250 4.1236
228 H -4.1984 -2.2422 7.0880
229 H -2.7420 -5.1122 -2.3728
230 H 7.2462 0.2386 -3.3670
231 H 6.3722 4.7334 -8.5412
232 H -7.1751 -4.2947 0.7321
233 H 2.3896 1.6775 -1.5515
234 H -1.1729 -0.9843 7.9125
235 H -1.1636 -8.1553 -4.5659
236 H 1.0009 3.7690 -6.9916
237 H 0.9024 -6.9881 0.2783
238 H -0.2874 3.3454 -5.0112
239 H -1.6640 0.9670 4.2780
240 H 0.7064 -6.7714 -1.5330
241 H -2.2763 -3.5232 -1.9624
242 H -0.4177 0.0268 6.6030
243 H -6.1176 -0.5417 -1.8428
244 H -0.0902 -5.7495 -2.9972
245 H 2.8748 -4.9690 0.9661
246 H -0.6604 -1.3411 -1.1357
247 H 5.1788 -0.4928 -4.0925
248 H 4.4006 -1.9079 0.2018
249 H 3.2211 0.7622 -3.5162
250 H 0.5092 -1.5941 10.7476
251 H -2.1074 4.8334 8.5115
252 H 4.4649 -0.6588 -6.3073
253 H -3.5439 1.8922 -3.8965
254 H -0.8521 -5.2056 -5.1542
255 H -9.1072 0.7647 3.4459


--- b ---
C60H165N15O15 | wB97M-V/def2-TZVPD

Properties
net charge = 0

CARTESIAN COORDINATES (ANGSTROEM)
1 O 0.6848 -6.6280 -2.6764
2 O 1.2348 6.0867 5.8551
3 O 3.5552 4.7079 0.1136
4 O -4.1496 -3.2314 -1.6589
5 O -3.5912 2.3484 -4.7365
6 O -2.4323 1.8791 7.9278
7 O 1.4901 -0.7361 7.2270
8 O -1.0892 -1.4559 -5.5009
9 O 0.4216 -0.1149 -1.1640
10 O -4.1737 2.2434 -0.1230
11 O 0.0504 8.1973 0.8490
12 O 4.1965 -2.4089 3.0627
13 O -1.7545 -4.9232 2.5380
14 O 1.8398 1.3017 -8.3912
15 O 5.3655 -0.9443 -1.3195
16 N -6.1660 1.5007 1.4893
17 N 5.1231 -4.9900 2.7642
18 N 1.4646 2.3636 -4.8944
19 N 2.9572 -4.5287 -1.8492
20 N 2.3207 4.1505 -2.6448
21 N -1.7992 1.2231 1.6087
22 N -0.5217 -0.3730 5.4564
23 N 1.8916 1.3962 5.6063
24 N 0.9762 4.5574 0.4963
25 N -6.4309 2.7975 -5.7356
26 N -2.0577 -1.2917 3.1479
27 N 7.2234 -2.9937 -0.4542
28 N 1.4226 4.1346 3.4808
29 N -5.0739 -6.2399 -1.8846
30 N -2.0659 -2.4790 -7.9898
31 C -3.2729 -2.1603 -2.0415
32 C 3.8281 3.4998 0.8326
33 C 4.0658 -0.4547 -1.4923
34 C -2.6075 -1.0569 6.5727
35 C 0.5443 4.8408 5.6717
36 C -2.3642 1.6481 -4.5424
37 C 1.4673 -1.3740 8.4730
38 C 3.3911 1.0280 -5.4290
39 C -6.0203 2.2707 -4.4099
40 C 3.9523 0.7008 4.5997
41 C -3.5659 -2.6588 1.9959
42 C 0.0756 9.1601 1.8800
43 C -2.7907 -2.6410 -6.7701
44 C 0.2491 4.6747 4.1729
45 C 0.4555 5.8547 0.1156
46 C 0.4671 7.3281 5.7393
47 C -5.3937 0.5230 0.6916
48 C -0.9686 3.7127 3.9334
49 C -4.7078 1.4567 -4.4667
50 C 7.8129 -3.5240 -2.7573
51 C 1.5712 -4.7181 -1.3721
52 C 5.7738 -2.0189 -2.1253
53 C 0.4517 6.9139 1.3175
54 C -0.6643 0.1038 -0.2921
55 C 4.1014 -1.7601 1.8486
56 C -0.5211 1.0679 0.9026
57 C -0.7408 -5.6955 1.8475
58 C 2.7776 -0.6912 6.5845
59 C -1.6906 0.1219 6.1576
60 C 1.2036 -3.3232 -0.7841
61 C -3.4187 -4.4067 -1.3037
62 C 4.1923 4.8152 -1.1062
63 C 2.0068 2.5204 -9.1614
64 C 1.2910 1.2971 -7.0451
65 C 3.3236 -3.4927 3.4244
66 C 3.6793 -4.9128 2.7470
67 C 0.4897 0.5323 1.8928
68 C -4.3512 -5.5393 -0.8640
69 C 0.7718 1.0807 -1.8581
70 C -7.2206 1.4444 -3.8717
71 C -6.3459 -0.6757 0.2676
72 C 7.1739 -2.4472 -1.8133
73 C -1.2897 -3.5676 2.7266
74 C -2.5131 -2.6898 3.0642
75 C -3.1264 2.7062 7.0340
76 C 4.4191 4.3327 -3.6178
77 C -1.3887 1.0405 7.3227
78 C -4.8858 1.2051 -0.5957
79 C -0.2788 -7.1686 -3.6058
80 C 0.6315 -5.1986 -2.5354
81 C 2.2684 1.9312 -6.0182
82 C 0.1983 -1.5570 -4.9847
83 C 3.1664 -6.0989 3.5766
84 C -1.7097 -2.7198 -5.6306
85 C -0.9524 5.7501 -0.5339
86 C -3.5754 3.1731 -1.0775
87 C -3.5245 -6.6573 -0.1186
88 C 2.6281 0.1768 5.2573
89 C 3.7629 3.9255 -2.3234
90 C -3.7036 -3.8513 -6.8701
91 H 4.0226 3.9120 -4.5418
92 H 3.7725 1.3016 3.7081
93 H -2.6113 -1.9008 -1.2150
94 H 3.8277 2.8429 -2.2152
95 H 4.0786 1.6254 -4.8303
96 H -1.0634 5.0378 -1.3516
97 H 1.1188 0.2456 -6.8157
98 H 1.7733 3.8659 -1.8451
99 H 1.1218 3.9802 6.0094
100 H -3.9236 3.1751 7.6108
101 H 0.1543 -5.9081 2.4321
102 H -2.7908 -1.7413 5.7444
103 H -4.3237 0.4777 -1.1814
104 H -3.6025 2.1826 6.2049
105 H 3.3809 -0.0463 7.2234
106 H -0.3969 8.8199 2.8015
107 H -5.5202 2.2196 1.7829
108 H 2.2796 4.5236 3.8473
109 H -0.1660 6.5760 2.1496
110 H 2.9509 0.2177 -4.8478
111 H 3.8046 0.3109 -0.7617
112 H -5.7347 -1.5435 0.0195
113 H -4.0772 -3.5863 1.7384
114 H -6.0113 3.0874 -3.6882
115 H 3.3337 -4.9978 1.7168
116 H 2.2221 -0.9735 9.1498
117 H 5.4763 4.1037 -3.4839
118 H 0.0820 -0.3939 2.2979
119 H 1.5138 3.1694 3.7638
120 H -7.3132 0.6444 -4.6062
121 H 0.6333 7.6081 4.6990
122 H -0.4685 -5.3303 0.8572
123 H 4.4642 -0.2269 4.3442
124 H 8.1829 -2.8698 -0.1641
125 H -2.4652 3.3917 6.5041
126 H 2.4574 3.2797 -8.5223
127 H 0.6720 -0.6006 -4.7634
128 H -4.2064 -7.1743 0.5566
129 H 0.6546 1.1837 2.7511
130 H 1.0693 2.8539 -9.6063
131 H -3.1136 -4.7642 -6.9508
132 H -5.7876 3.4957 -6.0803
133 H -2.9748 -4.7744 -2.2288
134 H -2.1985 1.3972 -3.4947
135 H -1.2815 -7.0401 -3.1984
136 H -2.2462 0.7545 5.4653
137 H -2.6041 -2.1909 -2.9016
138 H 1.5443 0.8513 -2.5921
139 H -0.3890 -4.9709 -2.2275
140 H 4.9555 -1.0925 1.7342
141 H -3.1291 -7.4089 -0.8018
142 H 5.5750 -1.7670 -3.1670
143 H -1.9206 3.9725 4.3964
144 H -2.9257 -3.0267 4.0152
145 H 1.4993 -2.5609 -1.5049
146 H 1.8016 -2.3922 8.2743
147 H -4.3347 -3.8875 -5.9821
148 H -1.4924 -1.1400 3.9710
149 H -0.7905 2.6969 4.2865
150 H 1.4284 6.9111 1.8015
151 H 0.9871 8.0493 6.3697
152 H 0.8408 -4.6538 -3.4560
153 H -2.5081 1.4142 0.9151
154 H 1.2119 6.3190 -0.5172
155 H -1.5964 2.2561 -5.0208
156 H -3.1574 4.0003 -0.5038
157 H 4.9966 -2.7658 -1.9636
158 H 1.6521 -5.5116 -0.6291
159 H 7.3447 -4.4703 -2.4863
160 H 3.3324 -7.0211 3.0196
161 H -3.2184 -2.1993 1.0706
162 H 1.4896 0.3527 1.4979
163 H -2.3234 0.6782 -5.0382
164 H 0.8660 3.0511 -5.3292
165 H 3.9708 5.8345 -1.4226
166 H -4.5522 0.9016 -3.5416
167 H 7.7437 -1.5223 -1.9028
168 H -0.4206 10.0736 1.5525
169 H 3.7525 -4.5040 -1.2272
170 H -5.7723 -6.7863 -1.4010
171 H -0.1445 2.0486 0.6118
172 H 2.6642 2.4354 -10.0267
173 H -3.5317 -0.8007 7.0907
174 H -4.8222 0.6961 -5.2390
175 H 2.2591 -3.3098 3.2781
176 H -0.0400 5.6476 3.7752
177 H 3.8876 0.4765 -6.2274
178 H 3.5918 -6.2226 4.5725
179 H 5.4086 -5.5145 3.5788
180 H -1.6000 -1.5902 -7.8754
181 H 4.4927 1.2706 5.3555
182 H -2.0231 0.3535 2.0709
183 H 5.2659 4.8022 -0.9185
184 H -1.4026 0.5047 -0.9866
185 H -5.4776 -5.5181 -2.4643
186 H 0.5158 -1.3236 9.0025
187 H 0.8361 -2.0820 -5.6958
188 H -0.5900 7.2875 6.0018
189 H 3.0735 2.7338 0.6540
190 H 1.1793 1.8990 -1.2645
191 H -6.9493 0.8594 -2.9929
192 H -0.8927 -3.1627 1.7957
193 H -6.9794 -0.5762 -0.6139
194 H 2.1354 -0.4371 4.5034
195 H -1.0556 -6.7233 1.6667
196 H -6.2725 2.0384 -6.3828
197 H -0.1198 0.4028 4.9497
198 H -0.5466 -3.5692 3.5241
199 H -0.3771 4.9782 6.2375
200 H -2.7442 -6.2015 0.4909
201 H 1.1571 1.1996 6.2710
202 H -3.9876 -1.3491 -2.1802
203 H 0.1766 -0.6796 6.1187
204 H 0.3078 1.7667 -7.0770
205 H 3.1716 -5.4338 -2.2430
206 H -2.6223 -4.2359 -0.5794
207 H -1.0817 -0.8657 -0.0204
208 H -4.3037 -1.9331 2.3384
209 H 3.3524 -1.2597 -1.3160
210 H 4.4387 5.4189 -3.7064
211 H 4.2270 -2.5297 1.0871
212 H -1.2807 -3.1143 -7.9799
213 H -0.0721 1.4389 -2.4477
214 H -6.9535 -1.0218 1.1037
215 H 7.6784 -3.2753 -3.8100
216 H -2.0404 -3.2055 -4.7125
217 H -6.4097 1.0458 2.3575
218 H 3.8921 -0.0220 -2.4775
219 H 0.6092 4.2362 1.3808
220 H -0.1043 -6.7120 -4.5801
221 H -8.1447 1.9755 -3.6435
222 H -1.2486 6.7102 -0.9565
223 H 2.0768 2.9975 -4.4009
224 H -1.0190 -3.4592 -6.0361
225 H 3.5169 -3.6988 4.4771
226 H -0.1360 -8.2422 -3.7293
227 H 0.2981 -2.2680 -4.1645
228 H -2.8460 -0.8029 3.5477
229 H 1.9729 4.6970 0.5802
230 H -0.5483 1.6768 7.0454
231 H 1.0822 9.4405 2.1901
232 H 2.4961 1.9078 6.2331
233 H -4.9701 -5.1115 -0.0753
234 H -0.9665 0.4292 8.1202
235 H 5.3964 -4.0536 3.0259
236 H 2.0920 -6.0826 3.7596
237 H -3.3638 -1.7306 -6.5945
238 H 3.5722 3.6773 1.8772
239 H 2.7428 2.9003 -6.1731
240 H -4.6074 0.0687 1.2945
241 H -4.2927 3.6768 -1.7255
242 H 1.7686 -3.2448 0.1447
243 H 8.8934 -3.6121 -2.6438
244 H 0.1407 -3.1472 -0.6186
245 H 3.2491 -1.6709 6.5075
246 H 3.1558 -1.2290 1.7394
247 H -2.2576 -1.6853 7.3918
248 H -2.8563 2.6800 -1.7316
249 H -5.7423 1.5097 -1.1971
250 H 6.6966 -2.3654 0.1356
251 H 2.1223 5.1408 -2.6347
252 H -1.6610 5.5535 0.2706
253 H -1.1624 3.7964 2.8641
254 H 4.8679 3.1831 0.7512
255 H -4.3522 -3.7169 -7.7357


Preferred: a; penalty for the next structure: 0.0552 hartree.